Formula: ClH6Li2O3
Source: OMol25
Level of theory: wB97M-V/def2-TZVPD

Properties
DFT total energy (hartree): -704.28998
Total charge: +1
Orbital gap (eV): 5.42
2S+1: 1

Last column: natural (NBO) charge in e.
Positions of all 12 atoms, in Å:
Li  3.711  3.956  2.366  0.990
Li  1.180  -2.546  3.576  0.987
Cl  1.494  0.563  0.647  -0.975
O  -3.343  3.901  -0.102  -0.933
H  -3.241  3.702  0.828  0.463
H  -2.618  3.441  -0.527  0.470
O  -3.940  -1.626  -0.392  -0.936
H  -4.646  -1.151  0.047  0.468
H  -3.196  -1.025  -0.367  0.468
O  5.100  -2.949  -2.313  -0.932
H  4.601  -2.415  -1.695  0.467
H  4.898  -3.852  -2.068  0.465

---

Formula: C2H23O10
Source: OMol25
Level of theory: wB97M-V/def2-TZVPD

Properties
DFT total energy (hartree): -842.38387
Total charge: -1
Orbital gap (eV): 7.58
Energy relative to the best compared isomer or geometry (same formula, charge and spin) (kJ/mol): 269.5
2S+1: 1

Last column: natural (NBO) charge in e.
Positions of all 35 atoms, in Å:
C  1.037  0.999  0.672  -0.659
C  -0.156  0.212  1.132  -0.047
O  -1.206  -0.068  0.227  -0.971
H  1.162  0.769  -0.426  0.232
H  2.049  0.833  1.103  0.171
H  0.691  1.990  0.802  0.180
H  -0.653  0.629  2.053  0.141
H  0.214  -0.689  1.458  0.103
O  -1.875  1.883  -1.287  -0.985
H  -1.905  2.761  -1.025  0.435
H  -1.407  1.380  -0.578  0.492
O  1.128  -3.173  0.882  -0.940
H  0.797  -2.318  0.952  0.468
H  2.062  -3.066  0.932  0.469
O  3.135  0.766  -2.280  -0.935
H  2.980  1.756  -2.205  0.489
H  4.029  0.615  -1.852  0.477
O  2.807  -1.062  -0.516  -0.961
H  2.803  -0.446  -1.220  0.481
H  2.886  -0.481  0.238  0.450
O  0.991  4.195  -1.003  -0.941
H  1.082  3.738  -0.168  0.469
H  0.950  3.492  -1.619  0.471
O  -1.893  -3.345  2.204  -0.948
H  -1.035  -3.132  2.481  0.462
H  -1.844  -3.485  1.245  0.487
O  -3.078  -1.322  -0.870  -0.987
H  -3.693  -0.818  -0.368  0.459
H  -2.254  -0.963  -0.535  0.496
O  -0.105  -1.649  -1.588  -0.970
H  -0.354  -1.104  -0.858  0.481
H  0.531  -2.223  -1.206  0.454
O  -3.499  0.857  1.299  -0.974
H  -2.585  0.781  1.045  0.499
H  -3.786  1.678  0.891  0.453

---

Formula: C26H24N4O2S
Source: OMol25
Level of theory: wB97M-V/def2-TZVPD

Properties
Structure (SMILES): [H]/N=C1/C(=C/c2cn(CCCOc3ccccc3C)c3ccccc23)C(=O)N=C2SC(C)=CN21
DFT total energy (hartree): -1772.88272
Total charge: 0
Orbital gap (eV): 7.33
Energy relative to the best compared isomer or geometry (same formula, charge and spin) (kJ/mol): 24.5
2S+1: 1

Last column: natural (NBO) charge in e.
Positions of all 57 atoms, in Å:
H  -2.929  -3.381  0.052  0.340
N  -2.127  -2.889  -0.323  -0.708
C  -2.320  -1.698  -0.708  0.467
C  -1.224  -0.892  -1.242  -0.301
C  0.027  -1.417  -1.040  0.018
C  1.324  -0.888  -1.196  -0.230
C  1.753  0.333  -1.696  0.110
N  3.063  0.522  -1.455  -0.339
C  3.737  1.774  -1.652  -0.201
C  3.613  2.677  -0.414  -0.425
C  2.156  2.921  -0.012  -0.070
O  1.734  1.821  0.766  -0.534
C  0.401  1.637  1.020  0.375
C  -0.602  2.502  0.601  -0.311
C  -1.927  2.234  0.900  -0.183
C  -2.265  1.100  1.613  -0.261
C  -1.265  0.240  2.033  -0.191
C  0.069  0.491  1.758  -0.083
C  1.132  -0.429  2.276  -0.635
C  3.562  -0.579  -0.794  0.113
C  4.842  -0.844  -0.330  -0.234
C  5.059  -2.060  0.286  -0.218
C  4.029  -2.988  0.437  -0.223
C  2.753  -2.724  -0.017  -0.218
C  2.508  -1.506  -0.640  0.022
C  -1.537  0.386  -1.911  0.658
O  -0.755  1.002  -2.612  -0.605
N  -2.808  0.898  -1.738  -0.570
C  -3.695  0.225  -1.120  0.337
S  -5.300  0.847  -0.821  0.381
C  -5.752  -0.667  -0.039  -0.170
C  -7.116  -0.860  0.512  -0.639
C  -4.723  -1.525  -0.041  -0.052
N  -3.571  -1.044  -0.633  -0.444
H  0.005  -2.392  -0.566  0.239
H  1.166  1.057  -2.224  0.266
H  4.793  1.587  -1.867  0.212
H  3.287  2.272  -2.515  0.214
H  4.120  2.211  0.432  0.223
H  4.094  3.631  -0.629  0.218
H  1.532  3.033  -0.907  0.181
H  2.080  3.843  0.583  0.186
H  -0.368  3.393  0.043  0.219
H  -2.693  2.916  0.561  0.218
H  -3.298  0.891  1.851  0.210
H  -1.519  -0.649  2.593  0.209
H  0.821  -1.466  2.173  0.217
H  2.064  -0.282  1.740  0.234
H  1.310  -0.231  3.333  0.219
H  5.645  -0.130  -0.442  0.212
H  6.044  -2.298  0.659  0.213
H  4.241  -3.930  0.922  0.213
H  1.964  -3.450  0.106  0.217
H  -7.329  -0.107  1.269  0.227
H  -7.860  -0.758  -0.277  0.228
H  -7.205  -1.848  0.958  0.228
H  -4.739  -2.514  0.381  0.222

---

Formula: C6H40N2O12
Source: OMol25
Level of theory: wB97M-V/def2-TZVPD

Properties
DFT total energy (hartree): -1264.90097
Total charge: 0
Orbital gap (eV): 8.77
Energy relative to the best compared isomer or geometry (same formula, charge and spin) (kJ/mol): 353.9
2S+1: 1

Last column: natural (NBO) charge in e.
Positions of all 60 atoms, in Å:
C  -1.782  -0.901  -0.730  -0.220
N  -0.862  -1.498  -1.684  -0.662
C  -0.506  -2.924  -1.473  -0.229
C  -1.741  -3.830  -1.392  -0.644
C  -1.558  0.560  -0.385  -0.234
N  -2.644  1.038  0.511  -0.436
C  -2.381  0.545  1.876  -0.432
C  -2.532  2.537  0.559  -0.449
H  -1.847  -1.529  0.162  0.211
H  -2.815  -0.987  -1.094  0.140
H  -1.129  -1.458  -2.652  0.363
H  0.086  -3.101  -0.577  0.226
H  0.034  -3.116  -2.387  0.190
H  -2.065  -3.861  -0.344  0.207
H  -2.652  -3.416  -1.839  0.205
H  -1.544  -4.820  -1.799  0.216
H  -1.583  1.228  -1.245  0.185
H  -0.545  0.677  0.040  0.162
H  -1.490  0.967  2.337  0.194
H  -2.294  -0.538  1.865  0.201
H  -3.310  0.722  2.425  0.199
H  -3.577  2.810  0.474  0.210
H  -1.977  2.816  1.454  0.190
H  -1.976  3.077  -0.213  0.207
H  1.129  0.186  -2.441  0.472
H  1.028  -0.790  -1.189  0.495
O  1.627  -0.344  -1.809  -0.983
H  0.975  1.645  -3.961  0.483
H  -0.388  1.776  -3.275  0.493
O  0.487  2.189  -3.345  -0.957
H  -0.294  -3.046  2.053  0.498
H  4.503  0.076  1.387  0.503
O  -0.129  -3.858  1.554  -0.964
H  5.031  -1.499  0.011  0.480
H  5.164  -0.195  -0.296  0.482
O  5.502  -0.743  0.402  -0.909
H  1.574  1.723  2.751  0.478
H  1.064  1.213  4.193  0.492
O  0.894  1.206  3.243  -0.970
H  3.394  3.556  2.014  0.485
H  3.068  2.374  2.883  0.464
O  2.850  3.307  2.764  -0.941
H  0.834  -1.417  3.219  0.490
H  0.748  -0.392  2.138  0.491
O  0.366  -1.252  2.395  -0.994
H  3.007  -0.776  4.720  0.487
H  2.771  -1.708  3.514  0.482
O  2.367  -1.378  4.307  -0.957
H  0.730  3.278  -1.922  0.494
H  0.277  3.618  -0.495  0.457
O  0.397  4.008  -1.364  -0.963
H  3.011  0.708  1.650  0.461
H  -0.756  -4.507  1.873  0.465
O  3.959  0.852  1.697  -1.013
H  -3.633  -0.597  -2.432  0.473
H  -5.021  -0.154  -2.875  0.481
O  -4.291  -0.753  -3.124  -0.950
H  -2.945  0.101  -4.415  0.498
H  -2.657  1.633  -4.525  0.472
O  -2.293  0.760  -4.697  -0.977

---

Please write out number 3 again, unchanged.
Formula: C26H24N4O2S
Source: OMol25
Level of theory: wB97M-V/def2-TZVPD

Properties
Structure (SMILES): [H]/N=C1/C(=C/c2cn(CCCOc3ccccc3C)c3ccccc23)C(=O)N=C2SC(C)=CN21
DFT total energy (hartree): -1772.88272
Total charge: 0
Orbital gap (eV): 7.33
Energy relative to the best compared isomer or geometry (same formula, charge and spin) (kJ/mol): 24.5
2S+1: 1

Last column: natural (NBO) charge in e.
Positions of all 57 atoms, in Å:
H  -2.929  -3.381  0.052  0.340
N  -2.127  -2.889  -0.323  -0.708
C  -2.320  -1.698  -0.708  0.467
C  -1.224  -0.892  -1.242  -0.301
C  0.027  -1.417  -1.040  0.018
C  1.324  -0.888  -1.196  -0.230
C  1.753  0.333  -1.696  0.110
N  3.063  0.522  -1.455  -0.339
C  3.737  1.774  -1.652  -0.201
C  3.613  2.677  -0.414  -0.425
C  2.156  2.921  -0.012  -0.070
O  1.734  1.821  0.766  -0.534
C  0.401  1.637  1.020  0.375
C  -0.602  2.502  0.601  -0.311
C  -1.927  2.234  0.900  -0.183
C  -2.265  1.100  1.613  -0.261
C  -1.265  0.240  2.033  -0.191
C  0.069  0.491  1.758  -0.083
C  1.132  -0.429  2.276  -0.635
C  3.562  -0.579  -0.794  0.113
C  4.842  -0.844  -0.330  -0.234
C  5.059  -2.060  0.286  -0.218
C  4.029  -2.988  0.437  -0.223
C  2.753  -2.724  -0.017  -0.218
C  2.508  -1.506  -0.640  0.022
C  -1.537  0.386  -1.911  0.658
O  -0.755  1.002  -2.612  -0.605
N  -2.808  0.898  -1.738  -0.570
C  -3.695  0.225  -1.120  0.337
S  -5.300  0.847  -0.821  0.381
C  -5.752  -0.667  -0.039  -0.170
C  -7.116  -0.860  0.512  -0.639
C  -4.723  -1.525  -0.041  -0.052
N  -3.571  -1.044  -0.633  -0.444
H  0.005  -2.392  -0.566  0.239
H  1.166  1.057  -2.224  0.266
H  4.793  1.587  -1.867  0.212
H  3.287  2.272  -2.515  0.214
H  4.120  2.211  0.432  0.223
H  4.094  3.631  -0.629  0.218
H  1.532  3.033  -0.907  0.181
H  2.080  3.843  0.583  0.186
H  -0.368  3.393  0.043  0.219
H  -2.693  2.916  0.561  0.218
H  -3.298  0.891  1.851  0.210
H  -1.519  -0.649  2.593  0.209
H  0.821  -1.466  2.173  0.217
H  2.064  -0.282  1.740  0.234
H  1.310  -0.231  3.333  0.219
H  5.645  -0.130  -0.442  0.212
H  6.044  -2.298  0.659  0.213
H  4.241  -3.930  0.922  0.213
H  1.964  -3.450  0.106  0.217
H  -7.329  -0.107  1.269  0.227
H  -7.860  -0.758  -0.277  0.228
H  -7.205  -1.848  0.958  0.228
H  -4.739  -2.514  0.381  0.222